This record from OMol25 describes a structure of composition C30H50BCdN4P2S at a distorted geometry. The level of theory is ωB97M-V with the def2-TZVPD basis set.

```
89
Properties=species:S:1:pos:R:3
Cd -0.011 -0.224 -1.023
C -3.344 -1.385 2.353
C -3.322 0.108 1.996
C -4.651 0.748 2.386
C -2.170 0.774 2.770
P -2.807 0.241 0.197
C -2.547 2.091 0.019
N -1.149 2.445 0.208
B -0.002 1.749 -0.254
N 1.142 2.424 0.241
C 2.539 2.057 0.075
P 2.794 0.202 0.223
C 3.343 0.043 2.009
C 2.169 0.642 2.805
C 3.426 -1.455 2.336
C 4.643 0.735 2.404
C 4.209 -0.038 -0.983
C 3.538 0.033 -2.363
C 4.767 -1.454 -0.795
C 5.346 0.982 -0.908
C 0.702 3.565 0.920
C 1.411 4.590 1.524
C 0.695 5.627 2.109
C -0.697 5.640 2.090
C -1.415 4.615 1.484
C -0.707 3.578 0.900
C -4.243 -0.014 -0.981
C -3.598 0.046 -2.375
C -5.380 1.004 -0.897
C -4.791 -1.431 -0.774
H -3.428 -1.505 3.436
H -2.428 -1.883 2.025
H -4.191 -1.898 1.897
H -4.733 0.764 3.476
H -5.496 0.174 2.005
H -4.741 1.776 2.032
H -2.187 0.444 3.812
H -2.248 1.863 2.765
H -1.196 0.507 2.350
H -3.163 2.616 0.749
H -2.876 2.399 -0.973
H 3.143 2.563 0.828
H 2.893 2.380 -0.904
H 1.208 0.288 2.420
H 2.160 1.733 2.771
H 2.243 0.340 3.853
H 2.557 -1.995 1.952
H 3.458 -1.594 3.420
H 4.322 -1.916 1.921
H 4.683 1.773 2.069
H 5.514 0.211 2.010
H 4.730 0.737 3.494
H 2.835 -0.796 -2.493
H 4.294 -0.044 -3.148
H 2.998 0.970 -2.519
H 3.967 -2.186 -0.656
H 5.437 -1.509 0.064
H 5.339 -1.746 -1.679
H 5.006 1.999 -1.107
H 6.096 0.731 -1.664
H 5.840 0.970 0.060
H 2.494 4.603 1.528
H 1.230 6.440 2.581
H -1.230 6.463 2.547
H -2.497 4.649 1.458
H -3.096 0.997 -2.564
H -4.365 -0.078 -3.143
H -2.868 -0.760 -2.497
H -5.043 2.020 -1.110
H -5.859 1.001 0.079
H -6.143 0.747 -1.638
H -3.983 -2.160 -0.664
H -5.394 -1.723 -1.638
H -5.431 -1.488 0.108
N -0.410 -7.622 -0.970
C 0.084 -6.813 -0.021
S 0.905 -7.390 1.279
C -0.089 -5.342 -0.242
C -0.307 -4.801 -1.506
C -0.373 -3.428 -1.650
N -0.228 -2.584 -0.627
C -0.037 -3.101 0.591
C 0.027 -4.457 0.825
H -0.292 -8.614 -0.848
H -1.004 -7.295 -1.712
H -0.385 -5.426 -2.385
H -0.544 -2.988 -2.625
H 0.077 -2.392 1.403
H 0.185 -4.846 1.821
```

Results
Net charge: +1
HOMO level (eV): -10.1
Energy (Ha): -2665.532984